{"formula": "C22H50OsP2Si2", "method": "ωB97M-V/def2-TZVPD", "total_charge": 2, "spin_multiplicity": 5, "max_force_ha_per_bohr": 0.1677, "homo_ev": [-11.8, -14.7], "energy_ha": -2219.83045, "s2": 6.0191, "species": ["P", "P", "C", "C", "H", "H", "H", "H", "C", "H", "H", "H", "C", "H", "H", "H", "C", "H", "H", "H", "C", "H", "H", "H", "Os", "C", "C", "C", "C", "C", "C", "C", "C", "C", "H", "H", "H", "H", "H", "H", "H", "H", "H", "H", "H", "H", "H", "H", "H", "C", "Si", "C", "C", "C", "Si", "C", "C", "C", "H", "H", "H", "H", "H", "H", "H", "H", "H", "H", "H", "H", "H", "H", "H", "H", "H", "H", "H"], "coordinates": [[2.543, -2.215, -0.384], [0.402, -3.652, 1.185], [2.942, -3.983, 0.165], [1.619, -4.756, 0.312], [3.506, -3.938, 1.106], [3.582, -4.426, -0.607], [1.172, -5.039, -0.655], [1.728, -5.670, 0.919], [1.186, -3.685, 2.842], [0.476, -3.756, 3.670], [1.708, -2.706, 2.917], [1.921, -4.506, 2.891], [-1.213, -4.459, 0.996], [-1.183, -5.523, 1.288], [-1.504, -4.402, -0.065], [-1.973, -3.941, 1.597], [3.618, -0.949, 0.341], [3.607, -0.085, -0.325], [4.641, -1.321, 0.481], [3.147, -0.688, 1.308], [3.258, -2.330, -2.062], [2.831, -3.189, -2.606], [4.348, -2.487, -1.928], [3.093, -1.414, -2.645], [0.914, -1.624, 0.838], [-1.077, -4.802, -3.957], [-1.530, -3.984, -2.860], [-1.075, -2.635, -2.587], [0.037, -2.094, -3.558], [0.831, -3.098, -4.245], [0.275, -4.337, -4.703], [-0.536, -4.289, -6.037], [-1.806, -4.764, -5.346], [0.205, -0.278, -0.513], [-0.983, -5.866, -3.659], [-2.417, -4.321, -2.303], [-0.706, -2.527, -1.546], [-1.945, -1.953, -2.659], [-0.485, -1.449, -4.279], [0.685, -1.415, -2.992], [1.861, -2.863, -4.533], [1.011, -5.162, -4.785], [-0.173, -4.979, -6.801], [-0.647, -3.281, -6.444], [-2.653, -4.069, -5.408], [-2.117, -5.755, -5.695], [0.105, 0.717, -0.040], [-0.808, -0.699, -0.676], [0.740, -0.219, -1.477], [-2.632, -1.145, 1.737], [-1.464, -0.796, 3.169], [-2.225, 0.546, 4.317], [-1.654, -2.255, 4.369], [0.363, -0.454, 2.583], [0.664, 1.448, 2.598], [0.967, 2.134, 4.331], [2.184, 1.965, 1.643], [-0.792, 2.473, 1.979], [-3.647, -1.079, 2.173], [-2.521, -2.151, 1.296], [-2.587, -0.448, 0.883], [-3.054, 0.095, 4.888], [-1.509, 0.905, 5.070], [-2.633, 1.428, 3.807], [-2.023, -3.183, 3.901], [-0.708, -2.482, 4.876], [-2.379, -1.986, 5.154], [1.050, -0.818, 3.386], [1.394, 1.401, 5.023], [1.693, 2.957, 4.254], [0.066, 2.556, 4.792], [1.986, 2.050, 0.569], [2.491, 2.957, 2.007], [3.037, 1.293, 1.779], [-0.455, 3.142, 1.171], [-1.640, 1.895, 1.610], [-1.159, 3.121, 2.794]], "forces_ev_per_a": [[4.343, -2.906, -2.266], [0.128, -5.336, -0.589], [0.019, 0.450, -0.166], [-0.400, 0.095, -0.128], [-0.125, -0.126, -0.162], [-0.095, -0.028, 0.320], [0.303, 0.095, 0.158], [-0.010, 0.251, -0.288], [0.019, 0.484, 0.057], [0.021, 0.171, -0.242], [0.075, -0.595, 0.452], [-0.317, 0.424, -0.127], [-0.377, 0.276, 0.247], [0.274, 0.447, -0.028], [0.185, 0.039, 0.231], [0.271, -0.315, -0.163], [0.002, -0.446, 0.458], [-0.011, 0.028, 0.152], [-0.223, 0.174, 0.183], [0.730, 0.317, -0.002], [-0.540, 0.228, -0.600], [0.105, 0.414, 0.216], [-0.580, 0.115, 0.119], [0.080, -0.269, 0.090], [-4.406, 6.647, 3.286], [1.427, -1.208, -1.060], [-1.073, -0.814, 0.717], [0.612, 1.369, -0.368], [-1.044, 0.669, 0.774], [1.674, -0.090, 0.146], [-1.024, -1.609, -0.039], [-0.162, 0.301, -0.471], [-0.602, -0.104, -0.037], [-0.303, -0.330, -1.019], [-0.127, 0.509, 0.069], [0.331, 0.042, -0.209], [-0.125, -0.213, -0.134], [0.290, -0.025, 0.234], [0.050, 0.065, -0.129], [-0.032, -0.007, -0.224], [-0.433, 0.073, -0.006], [-0.217, 0.516, 0.308], [0.082, 0.293, 0.010], [0.252, -0.128, -0.128], [0.175, -0.248, 0.054], [-0.151, 0.259, 0.264], [0.207, -0.495, 0.032], [0.247, 0.332, -0.071], [-0.416, 0.136, 0.510], [-0.102, 0.121, -0.487], [-1.185, -0.235, 0.803], [0.317, 0.499, -0.313], [0.437, -0.446, -0.190], [0.780, -0.187, 0.532], [-0.089, 1.351, 0.595], [0.173, -0.426, 0.279], [0.279, -0.187, -0.327], [0.025, 0.085, -0.338], [0.360, -0.081, -0.291], [-0.095, 0.436, 0.283], [-0.076, -0.039, 0.438], [0.315, -0.074, -0.428], [-0.099, -0.127, -0.213], [0.195, -0.205, 0.050], [0.176, 0.224, 0.119], [-0.201, -0.023, 0.099], [0.302, -0.073, -0.378], [-0.395, 0.297, -0.229], [-0.020, 0.121, 0.047], [-0.172, -0.230, -0.059], [0.127, -0.218, -0.136], [0.113, 0.021, 0.022], [-0.147, -0.285, -0.160], [-0.033, 0.250, 0.075], [-0.166, -0.219, 0.178], [-0.089, 0.068, -0.093], [0.163, -0.342, -0.310]]}


{"formula": "CH3IO3S", "method": "ωB97M-V/def2-TZVPD", "max_force_ha_per_bohr": 0.0394, "homo_ev": [-8.6, -9.2], "energy_ha": -961.34302, "species": ["C", "O", "O", "O", "S", "I", "H", "H", "H"], "coordinates": [[-0.662, 1.027, 0.093], [1.827, -0.458, -0.440], [0.332, 0.913, 1.087], [-0.909, -2.094, -0.121], [1.601, -0.030, 0.969], [0.518, -2.611, -1.192], [-1.135, 0.011, -0.011], [-0.257, 1.342, -0.858], [-1.316, 1.900, 0.472]], "forces_ev_per_a": [[-1.755, 0.519, 0.161], [0.167, 0.798, 0.751], [0.746, 0.405, 0.776], [0.465, -0.087, -0.182], [0.192, -0.429, -0.576], [-0.718, -0.544, -0.066], [-0.087, 1.194, 0.026], [0.323, -0.047, -0.262], [0.666, -1.809, -0.629]]}


{"formula": "C4H9OP", "method": "ωB97M-V/def2-TZVPD", "max_force_ha_per_bohr": 0.0774, "homo_ev": -8.1, "energy_ha": -574.31465, "species": ["C", "C", "C", "C", "O", "P", "H", "H", "H", "H", "H", "H", "H", "H", "H"], "coordinates": [[-2.144, -0.453, 0.622], [2.635, -0.385, 0.077], [-1.509, -0.265, -0.750], [1.585, 0.668, 0.077], [-0.603, 2.159, -0.174], [-0.088, 0.793, -0.387], [-1.678, 0.278, 1.341], [-2.179, -1.527, 1.101], [-3.312, -0.159, 0.612], [3.316, -0.551, 0.961], [2.228, -1.305, -0.090], [3.286, -0.207, -0.845], [-2.137, 0.405, -1.289], [-1.299, -1.173, -1.463], [1.899, 1.721, 0.207]], "forces_ev_per_a": [[-3.112, -0.957, 2.166], [2.156, 1.541, -1.031], [1.307, -2.408, -1.032], [-2.361, 0.171, -0.425], [-0.735, 0.505, -0.249], [3.689, 1.163, 0.930], [-0.650, -0.956, -0.408], [0.620, 2.051, -1.139], [2.656, -0.568, -0.164], [-0.883, 0.905, -0.626], [-1.281, -2.687, -0.466], [-0.386, -0.219, 1.293], [-0.235, 0.626, -0.681], [-0.426, 1.468, 1.790], [-0.357, -0.636, 0.042]]}


{"formula": "C20H21GaN3O5", "method": "ωB97M-V/def2-TZVPD", "total_charge": 1, "max_force_ha_per_bohr": 0.0360, "homo_ev": -10.8, "energy_ha": -3239.84062, "species": ["Ga", "C", "O", "C", "C", "C", "C", "C", "C", "N", "N", "C", "O", "C", "C", "C", "C", "C", "C", "C", "O", "H", "H", "H", "H", "H", "H", "H", "H", "H", "H", "H", "H", "O", "C", "O", "C", "N", "C", "C", "C", "H", "H", "H", "H", "H", "H", "H", "H", "H"], "coordinates": [[-0.037, 0.986, 0.081], [-4.083, 1.484, -1.474], [-4.571, 0.632, -0.452], [-4.020, 0.588, 0.790], [-4.924, 0.459, 1.840], [-4.495, 0.288, 3.148], [-3.151, 0.216, 3.419], [-2.190, 0.362, 2.398], [-0.812, 0.250, 2.782], [0.166, 0.474, 1.967], [1.471, 0.442, 2.297], [2.236, 0.571, 1.245], [1.776, 0.619, 0.012], [3.670, 0.806, 1.400], [4.404, 1.191, 0.275], [5.726, 1.563, 0.405], [6.333, 1.539, 1.650], [5.621, 1.118, 2.763], [4.294, 0.752, 2.647], [-2.632, 0.574, 1.066], [-1.799, 0.766, 0.020], [-4.594, 1.168, -2.382], [-3.008, 1.395, -1.630], [-4.342, 2.526, -1.255], [-5.979, 0.508, 1.612], [-5.218, 0.203, 3.942], [-2.801, 0.061, 4.428], [-0.586, -0.056, 3.804], [3.928, 1.194, -0.694], [6.285, 1.874, -0.463], [7.362, 1.844, 1.753], [6.102, 1.083, 3.727], [3.727, 0.419, 3.500], [0.218, 3.095, 0.637], [0.278, 3.304, -0.603], [0.116, 2.430, -1.453], [0.578, 4.764, -0.987], [0.928, 5.427, 0.303], [0.019, 6.576, 0.521], [-1.239, 6.167, -0.238], [-0.686, 5.482, -1.490], [1.390, 4.794, -1.715], [1.918, 5.654, 0.402], [0.684, 4.638, 0.978], [0.456, 7.480, 0.096], [-0.146, 6.728, 1.587], [-1.868, 7.022, -0.478], [-1.826, 5.466, 0.358], [-0.421, 6.216, -2.252], [-1.396, 4.780, -1.924]], "forces_ev_per_a": [[0.291, 0.565, 0.579], [0.170, 0.253, -0.299], [0.142, -0.297, 0.101], [-0.005, 0.017, 0.386], [0.318, 0.128, -0.206], [0.045, -0.060, 0.046], [0.276, 0.051, -0.174], [-0.765, 0.050, -0.248], [0.898, -0.080, -0.051], [-1.310, -0.059, -0.734], [1.182, -0.097, 0.753], [-0.469, -0.073, 0.469], [-0.388, -0.020, -0.455], [0.528, 0.041, -0.100], [-0.229, -0.098, 0.102], [0.149, 0.033, 0.043], [-0.026, -0.006, -0.011], [0.020, 0.005, 0.056], [-0.176, -0.048, -0.218], [-0.013, 0.044, -0.113], [-0.535, -0.335, -0.294], [-0.061, 0.095, 0.080], [-0.219, 0.001, 0.053], [0.008, -0.051, -0.004], [-0.048, -0.041, -0.099], [-0.055, -0.038, 0.084], [0.017, -0.039, 0.145], [0.071, 0.139, -0.056], [-0.028, 0.031, -0.019], [0.082, 0.015, -0.112], [0.138, 0.006, 0.019], [0.065, -0.022, 0.130], [-0.061, 0.026, 0.146], [-0.193, -0.786, 0.265], [0.484, 1.769, 0.244], [-0.263, -1.142, -0.402], [-0.255, -0.655, -0.750], [0.267, -0.380, 0.544], [-0.637, 0.645, 0.069], [0.059, -0.003, -0.023], [-0.072, 0.085, 0.047], [0.017, 0.027, 0.224], [-0.134, -0.017, -0.060], [0.362, 0.492, -0.134], [0.107, -0.106, -0.009], [0.133, -0.045, -0.067], [0.021, -0.013, 0.067], [-0.014, 0.004, 0.013], [-0.001, -0.031, 0.029], [0.110, 0.018, -0.055]]}


Listing energy above the lowest of the compared OMol25 structures with the same formula, charge and spin for the structures above in their given order: 63.2; 75.1; 40.1; 5.3 kcal per mole.